Record 1
ORCA calculation (wB97M-V/def2-TZVPD) on the molecule C12H16Si in a non-equilibrium geometry.

Properties
SMILES = C[Si](C)(C)C1=C2C=CC=C[C@H]2C=C1
HOMO = -7.213 eV
E_LUMO = -0.010 Eh

```
! RIJCOSX wB97M-V def2-TZVPD def2/J DEFGRID3
* xyz 0 1
C -2.71 1.19 -0.86
Si -1.49 -0.10 -0.10
C -2.26 -0.33 1.71
C -1.61 -1.88 -0.82
C 0.19 0.69 -0.02
C 1.53 -0.03 0.23
C 1.96 -1.36 0.13
C 3.27 -1.59 -0.17
C 4.23 -0.47 -0.32
C 3.89 0.81 -0.13
C 2.51 1.02 0.41
C 1.85 2.31 0.04
C 0.53 2.07 -0.22
H -2.37 1.61 -1.82
H -3.54 0.68 -1.19
H -2.80 1.89 -0.15
H -1.85 -1.03 2.43
H -2.21 0.54 2.28
H -3.29 -0.65 1.57
H -2.56 -2.07 -1.03
H -0.81 -2.05 -1.63
H -1.27 -2.64 -0.02
H 1.18 -2.24 0.04
H 3.77 -2.58 -0.37
H 5.26 -0.82 -0.59
H 4.65 1.51 -0.40
H 2.78 1.23 1.46
H 2.40 3.30 0.14
H -0.31 2.67 -0.53
*
```



Record 2
ORCA calculation (wB97M-V/def2-TZVPD) on the ion C3H6NO2 with charge +1 in a non-equilibrium geometry.

Properties
HOMO (alpha / beta) = -11.903 / -17.481 eV
E_LUMO (alpha / beta) = -0.189 / -0.294 Eh

```
! RIJCOSX wB97M-V def2-TZVPD def2/J DEFGRID3
* xyz 1 3
C -0.07 -0.98 0.66
C 1.92 -0.15 1.33
C -1.13 0.43 -1.05
N -0.09 0.04 -0.13
O 0.99 -1.11 1.44
O 0.95 0.85 -0.08
H -0.84 -1.74 0.74
H 1.97 0.60 2.12
H 2.85 -0.41 0.83
H -2.04 0.69 -0.49
H -1.35 -0.37 -1.75
H -0.78 1.31 -1.60
*
```



Record 3
ORCA calculation (wB97M-V/def2-TZVPD) on a cluster of 2 separate species, C4H12 in total in a non-equilibrium geometry.

Properties
SMILES = CC.CC
HOMO = -11.332 eV
E_LUMO = 0.041 Eh

```
! RIJCOSX wB97M-V def2-TZVPD def2/J DEFGRID3
* xyz 0 1
C 1.32 1.95 -1.16
C 0.17 1.90 -0.08
H 1.49 0.96 -1.48
H 1.32 2.75 -1.93
H 2.21 2.37 -0.68
H -0.07 2.83 0.52
H 0.33 1.08 0.71
H -0.82 1.72 -0.39
C -1.33 -1.55 0.79
C -0.06 -2.32 0.24
H -1.77 -2.35 1.53
H -1.21 -0.56 1.44
H -2.12 -1.30 0.08
H 0.46 -2.35 1.14
H -0.32 -3.37 -0.13
H 0.39 -1.76 -0.60
*
```



Record 4
ORCA calculation (wB97M-V/def2-TZVPD) on the molecule C4H7N3 in a non-equilibrium geometry.

Properties
SMILES = [H]/N=C(\C#N)NCC
HOMO = -9.812 eV
E_LUMO = 0.014 Eh

```
! RIJCOSX wB97M-V def2-TZVPD def2/J DEFGRID3
* xyz 0 1
H 3.29 -0.97 -0.95
N 2.35 -0.89 -1.34
C 1.54 -0.39 -0.50
C 1.96 0.03 0.85
N 2.29 0.47 1.87
N 0.22 -0.11 -0.82
C -0.82 -0.19 0.20
C -2.08 0.49 -0.29
H 0.11 0.61 -1.52
H -1.02 -1.25 0.41
H -0.49 0.27 1.14
H -2.39 0.08 -1.26
H -1.94 1.57 -0.39
H -2.90 0.32 0.41
*
```



Record 5
ORCA calculation (wB97M-V/def2-TZVPD) on a structure of composition C30H28Cl3IrN2O2S2.

Properties
HOMO (alpha / beta) = -9.743 / -9.930 eV
E_LUMO (alpha / beta) = -0.177 / -0.170 Eh

```
! RIJCOSX wB97M-V def2-TZVPD def2/J DEFGRID3
* xyz 1 2
Ir -0.20 0.24 1.61
C 0.94 -0.27 3.35
C 1.33 1.02 2.87
C 0.19 1.90 3.01
C -0.87 1.15 3.62
C -0.44 -0.18 3.80
C -1.27 -1.29 4.35
C -2.25 1.64 3.92
C 0.19 3.36 2.72
C 2.71 1.43 2.48
C 1.85 -1.44 3.57
H -0.73 -2.23 4.34
H -2.19 -1.41 3.76
H -1.57 -1.07 5.37
H -2.47 2.56 3.38
H -2.35 1.83 4.99
H -2.99 0.90 3.63
H 0.85 3.60 1.89
H 0.54 3.91 3.60
H -0.81 3.72 2.47
H 2.70 2.30 1.83
H 3.23 0.63 1.94
H 3.29 1.68 3.37
H 1.83 -1.72 4.62
H 2.88 -1.18 3.31
H 1.55 -2.31 3.00
Cl -6.55 2.67 -1.94
C -5.25 1.98 -1.02
C -4.02 2.61 -0.99
C -2.98 2.05 -0.25
Cl -1.48 2.92 -0.25
C -3.12 0.85 0.46
O -2.22 0.25 1.20
C -4.40 0.26 0.39
Cl -4.65 -1.22 1.27
C -5.45 0.80 -0.33
H -3.87 3.53 -1.52
H -6.41 0.30 -0.34
S -0.80 -2.25 0.83
C 0.69 -2.82 0.36
N 1.09 -4.09 0.74
C 2.26 -4.66 0.45
C 3.20 -3.93 -0.25
C 2.86 -2.66 -0.63
N 1.64 -2.12 -0.39
H 0.39 -4.60 1.26
H 2.40 -5.67 0.79
H 4.17 -4.34 -0.48
H 3.53 -2.02 -1.18
C -0.38 0.60 -6.57
C 0.86 0.88 -7.37
O 0.85 1.15 -8.54
S 2.49 0.76 -6.59
C 2.14 0.30 -4.91
C 2.06 1.27 -3.92
C 1.83 0.91 -2.60
C 1.68 -0.44 -2.26
C 1.77 -1.41 -3.26
C 2.01 -1.04 -4.57
C 1.36 -0.78 -0.86
C 0.75 -0.02 0.04
H -1.21 1.11 -7.04
H -0.29 0.91 -5.53
H -0.57 -0.47 -6.59
H 2.18 2.31 -4.18
H 1.77 1.66 -1.83
H 1.62 -2.46 -3.02
H 2.08 -1.80 -5.34
*
```



Record 6
ORCA calculation (wB97M-V/def2-TZVPD) on the molecule C5H10O2.

Properties
SMILES = C[C@@H](O)CCC=O
HOMO = -10.119 eV
E_LUMO = 0.036 Eh

```
! RIJCOSX wB97M-V def2-TZVPD def2/J DEFGRID3
* xyz 0 1
C -2.23 -0.28 -0.11
C -0.79 -0.48 -0.56
O -0.40 0.49 -1.51
C 0.16 -0.51 0.65
C 1.63 -0.30 0.29
C 2.01 1.15 0.17
O 1.23 2.08 0.19
H -2.51 -0.98 0.68
H -2.36 0.74 0.28
H -2.92 -0.41 -0.95
H -0.70 -1.44 -1.09
H -0.29 1.33 -1.03
H -0.14 0.27 1.37
H 0.03 -1.47 1.17
H 1.89 -0.79 -0.66
H 2.30 -0.74 1.05
H 3.10 1.35 0.06
*
```



Record 7
ORCA calculation (wB97M-V/def2-TZVPD) on a cluster of 2 separate species, C4H7PS in total in a non-equilibrium geometry.

Properties
HOMO (alpha / beta) = -8.147 / -8.498 eV
E_LUMO (alpha / beta) = -0.032 / -0.038 Eh

```
! RIJCOSX wB97M-V def2-TZVPD def2/J DEFGRID3
* xyz 0 1
C 4.64 0.14 0.00
C 3.47 -0.03 -0.12
C -1.49 0.00 -0.92
C -0.88 0.21 0.48
P 1.77 -0.50 -0.31
S 0.65 1.16 0.38
H 5.61 0.54 -0.01
H -2.37 -0.69 -0.92
H -2.16 0.99 -1.13
H -0.81 -0.27 -1.69
H -0.52 -0.71 1.05
H -1.43 0.77 1.18
H 1.26 -1.69 1.57
*
```



Record 8
ORCA calculation (wB97M-V/def2-TZVPD) on a structure of composition C50H52N3NaOP2Te.

Properties
HOMO = -6.196 eV
E_LUMO = 0.010 Eh

```
! RIJCOSX wB97M-V def2-TZVPD def2/J DEFGRID3
* xyz 0 1
Na 0.51 0.57 -1.17
O -0.06 -3.21 -0.32
C 1.05 -4.00 -0.07
C 0.88 -5.35 0.17
C 2.01 -6.15 0.35
C 3.27 -5.58 0.26
C 3.42 -4.23 -0.01
C 2.31 -3.41 -0.19
P 2.37 -1.62 -0.56
C 4.13 -1.22 -0.32
C 5.13 -1.55 -1.23
C 6.45 -1.20 -0.97
C 6.78 -0.52 0.19
C 5.79 -0.18 1.10
C 4.47 -0.52 0.84
C 2.21 -1.61 -2.39
C 2.55 -0.43 -3.06
C 2.32 -0.30 -4.42
C 1.75 -1.35 -5.14
C 1.42 -2.53 -4.48
C 1.65 -2.66 -3.12
C -0.84 -2.78 0.73
C -0.70 -3.23 2.03
C -1.59 -2.78 3.00
C -2.60 -1.89 2.67
C -2.69 -1.41 1.37
C -1.82 -1.84 0.39
P -1.71 -1.14 -1.30
C -2.83 0.31 -1.24
C -2.43 1.36 -0.40
C -3.07 2.58 -0.46
C -4.12 2.77 -1.35
C -4.54 1.73 -2.16
C -3.89 0.50 -2.12
C -2.55 -2.36 -2.35
C -3.67 -3.07 -1.91
C -4.29 -3.98 -2.75
C -3.80 -4.19 -4.03
C -2.68 -3.49 -4.47
C -2.06 -2.58 -3.63
H -0.12 -5.77 0.23
H 1.90 -7.20 0.55
H 4.15 -6.20 0.40
H 4.41 -3.80 -0.08
H 4.88 -2.07 -2.14
H 7.23 -1.46 -1.68
H 7.81 -0.24 0.39
H 6.03 0.37 2.00
H 3.69 -0.23 1.53
H 3.00 0.39 -2.51
H 2.59 0.62 -4.93
H 1.57 -1.25 -6.20
H 0.99 -3.35 -5.03
H 1.38 -3.58 -2.62
H 0.08 -3.94 2.29
H -1.49 -3.13 4.02
H -3.29 -1.54 3.42
H -3.44 -0.66 1.12
H -1.64 1.22 0.34
H -2.73 3.40 0.17
H -4.62 3.73 -1.41
H -5.36 1.87 -2.85
H -4.20 -0.31 -2.77
H -4.05 -2.91 -0.91
H -5.16 -4.53 -2.41
H -4.28 -4.90 -4.69
H -2.30 -3.65 -5.47
H -1.18 -2.04 -3.96
C 1.01 1.59 5.35
N 0.61 0.65 4.32
C 1.75 0.06 3.63
C -0.46 1.01 3.50
N -0.45 1.05 2.22
N -1.60 1.39 4.20
C -2.68 1.98 3.42
C -2.05 0.63 5.35
H 1.65 2.38 4.94
H 1.58 1.07 6.13
H 0.14 2.05 5.80
H 2.41 -0.38 4.37
H 2.31 0.80 3.04
H 1.40 -0.73 2.96
H 0.49 1.01 1.85
H -3.21 1.23 2.82
H -2.28 2.73 2.74
H -3.38 2.45 4.11
H -1.22 0.09 5.79
H -2.82 -0.10 5.07
H -2.47 1.30 6.10
C -2.43 6.75 -1.00
C -1.33 5.75 -0.78
C -0.76 5.05 -1.84
C 0.27 4.13 -1.65
C 0.85 3.47 -2.88
C 0.76 3.87 -0.36
Te 2.33 2.47 -0.01
C 0.21 4.60 0.72
C 0.73 4.44 2.12
C -0.82 5.51 0.49
H -2.81 6.70 -2.02
H -2.08 7.76 -0.82
H -3.27 6.57 -0.32
H -1.13 5.23 -2.84
H 0.43 3.92 -3.78
H 0.64 2.40 -2.92
H 1.94 3.57 -2.89
H 0.53 3.43 2.49
H 0.25 5.16 2.79
H 1.81 4.59 2.16
H -1.22 6.06 1.33
*
```